Here is a cluster of 4 separate species, C28H42Cl2F10NO6S3 in total in a non-equilibrium geometry from the Open Molecules 2025 dataset. Energies are from the ωB97M-V functional and the def2-TZVPD basis.

total charge	+1
energy above the lowest of the compared OMol25 structures with the same formula, charge and spin	190.35	kcal/mol
HOMO level	-11.39	eV
strongest force on any atom	6.03	eV/Å

Positions of all 92 atoms, in Å:
1 Cl 3.13716 6.89898 3.00956
2 Cl 1.43012 7.19293 5.87977
3 S -1.45491 -9.96962 -0.26069
4 S -4.07936 2.98118 -0.42247
5 S -1.15855 -5.06423 1.68671
6 F 3.18831 1.80941 -2.55176
7 F 2.80529 5.69632 -2.57926
8 F 4.20558 3.08520 -0.10955
9 F 3.19269 2.36789 -5.48057
10 F 1.35974 -1.05199 1.67965
11 F 3.64680 5.38226 0.19201
12 F 4.05126 4.55839 -5.09185
13 F 5.26470 2.51646 -4.31030
14 F 4.89929 4.60776 -2.27937
15 F 1.61625 3.44019 -3.61191
16 O -2.97118 3.46304 0.37496
17 O -2.54226 -10.74065 0.30820
18 O -0.34674 -9.48775 0.53674
19 O -5.16671 2.21015 0.14642
20 O -1.73959 -3.93643 2.38738
21 O -1.92106 -5.88037 0.76551
22 N 1.35048 3.91807 1.48713
23 C 0.34313 -4.54041 0.87294
24 C 1.67148 3.80798 -0.01974
25 C -3.42447 2.11560 -1.84146
26 C 0.96507 2.35558 -0.36512
27 C 3.41218 4.39808 -2.10018
28 C -1.33427 -8.55921 -2.45728
29 C 0.73322 5.28970 1.83447
30 C 3.95765 3.21046 -4.48639
31 C -4.76285 4.35538 -1.32801
32 C -0.37505 -6.13624 2.87521
33 C 1.49255 -5.20741 1.62660
34 C 0.95380 -6.50297 2.23148
35 C 1.73574 1.05252 0.25757
36 C 2.44652 3.56019 2.47991
37 C -0.84012 5.65843 4.68681
38 C 3.01384 3.17099 -3.10506
39 C -1.20214 -10.01443 -2.90390
40 C 0.58592 6.16794 0.41857
41 C 3.19971 4.11725 -0.50483
42 C 0.68305 6.25519 4.42421
43 C 0.49521 4.84947 -0.59706
44 C 2.22588 2.49877 3.53879
45 C -2.13840 -8.59541 -1.16624
46 C -3.95871 4.39158 -2.61906
47 C 0.68466 0.19107 1.22922
48 C 1.43028 6.10352 3.11532
49 C -3.82659 2.93636 -3.06568
50 C -0.80002 -10.83520 -1.67969
51 H -2.33753 2.06289 -1.73436
52 H -2.96377 4.81215 -2.43027
53 H 0.24649 0.84301 2.09962
54 H 0.79535 -7.24340 1.43833
55 H -4.79252 2.58247 -3.44602
56 H -1.82308 -7.94368 -3.21808
57 H 0.47021 5.04560 -1.75588
58 H -0.15922 2.29635 0.03288
59 H 1.64873 -6.93082 2.95993
60 H -0.86557 4.49783 4.44043
61 H -1.00973 -7.00162 3.07344
62 H 0.28691 -10.88791 -1.57259
63 H -1.55767 6.15716 3.87362
64 H -4.44752 5.00712 -3.37985
65 H -0.47124 -10.12527 -3.71100
66 H -0.22241 -5.56222 3.79404
67 H -3.19159 -8.81587 -1.36433
68 H 3.11424 1.75905 3.83563
69 H -3.09569 2.82552 -3.87277
70 H -0.58191 4.43381 -0.30515
71 H 0.86534 2.15109 -1.53722
72 H -1.22005 -11.84356 -1.71575
73 H -0.41398 6.80941 0.34276
74 H 1.50793 6.88727 0.27351
75 H -5.81604 4.13493 -1.52610
76 H 1.16298 2.38219 4.06195
77 H -1.23559 5.82110 5.77586
78 H -0.33932 -8.13864 -2.26849
79 H -2.04979 -7.67977 -0.57909
80 H 0.41581 -3.45056 0.91118
81 H -2.16808 -10.36833 -3.28425
82 H 0.56548 3.28609 1.83042
83 H 2.00155 0.31245 -0.63238
84 H -0.21859 -0.10589 0.52558
85 H 0.29923 -4.87467 -0.16726
86 H -4.67424 5.27102 -0.74086
87 H 1.83956 -4.54645 2.43012
88 H 3.52491 4.04227 2.44902
89 H 2.69041 1.28359 0.89091
90 H -3.84450 1.10724 -1.87752
91 H 2.34374 -5.39337 0.96418
92 H -0.41385 5.00849 2.00808

=====

Here is a structure of composition C28H42Cl3F2N2O4PSSiSn from the Open Molecules 2025 dataset. Energies are from the ωB97M-V functional and the def2-TZVPD basis.

total charge	+2
energy above the lowest of the compared OMol25 structures with the same formula, charge and spin	1.95	kcal/mol
HOMO level	-13.07	eV
strongest force on any atom	0.59	eV/Å

Positions of all 85 atoms, in Å:
1 Sn 0.54761 0.43192 0.28187
2 Cl 4.88406 -2.82065 -3.36226
3 Cl 3.11213 -0.70391 -5.18822
4 Cl 3.62271 -0.06828 -1.94726
5 S 1.43678 -3.59193 -3.70683
6 P 3.04799 -0.76045 2.17243
7 Si 3.39708 -1.47940 -3.35246
8 F -1.71838 -1.59698 -0.09401
9 F 0.21002 -2.46894 0.46439
10 O 1.97125 -2.28737 -2.93945
11 O 3.20209 -2.33128 1.83147
12 O 1.52330 -0.79364 2.72479
13 O 3.97218 -0.74290 3.50056
14 N -0.84871 1.67300 1.59523
15 N -1.12148 1.46457 -1.02743
16 C -1.84330 0.89091 3.67910
17 C 0.91760 2.78518 -2.66692
18 C 4.49556 -2.84675 1.50190
19 C -2.48646 3.50314 -1.18973
20 C -1.04193 -3.90510 -4.51590
21 C 0.24698 2.17243 3.71563
22 C 1.32571 2.91596 2.98259
23 C 0.24990 2.08336 5.10072
24 C -0.63867 -1.41270 0.73887
25 C -0.75946 1.41134 5.77469
26 C -0.12053 1.85645 -3.23451
27 C -1.12038 -4.05738 -2.99934
28 C -2.55118 3.43864 1.75396
29 C -3.00968 0.28952 2.94163
30 C -3.34223 0.06733 -2.18552
31 C -1.66570 2.48224 1.03345
32 C 0.13026 -2.96657 -4.77964
33 C -1.13985 1.29745 -2.45871
34 C 1.08143 -1.77586 3.68590
35 C -1.73264 2.43678 -0.47230
36 C 4.16188 0.50038 4.18126
37 C -2.19492 0.56528 -3.01837
38 C -0.81044 1.57001 3.03399
39 C -2.18910 0.37022 -4.39472
40 C 0.30272 -4.31436 -2.49186
41 C -1.18062 0.89576 -5.18655
42 C -1.79239 0.82114 5.06960
43 C -0.15946 1.63021 -4.60850
44 H -3.84947 0.98740 2.91126
45 H 4.36103 -3.89865 1.26524
46 H 1.29986 2.46284 -1.69912
47 H -0.88369 -4.87074 -5.00080
48 H -4.00180 0.89265 -1.90713
49 H -1.76500 -4.88646 -2.71319
50 H -2.58093 0.30206 5.59822
51 H 5.17388 -2.74548 2.34682
52 H 0.85244 -2.70700 3.17108
53 H -2.36543 3.42676 2.82347
54 H -2.39819 4.44904 1.37082
55 H -3.00888 -0.17075 -4.84959
56 H 0.91794 3.70154 2.34340
57 H -3.36264 -0.60431 3.45295
58 H 1.91928 2.24994 2.34712
59 H -1.20381 0.75379 -6.25833
60 H 0.56181 -5.37090 -2.43442
61 H 1.86258 -1.94984 4.42434
62 H 4.49486 1.27516 3.48892
63 H 0.50450 3.78824 -2.53983
64 H 0.60972 2.07022 -5.23016
65 H 1.04435 2.56190 5.65784
66 H -2.77204 0.01527 1.91359
67 H 0.54849 -3.83699 -1.54340
68 H 0.49693 -2.94312 -5.80301
69 H 1.76414 2.87056 -3.34582
70 H 0.19803 -1.36659 4.16665
71 H 4.92787 0.33478 4.93375
72 H -3.59780 3.18460 1.57077
73 H -0.74300 1.35700 6.85378
74 H -2.48643 3.33544 -2.26381
75 H -3.94492 -0.64183 -2.74891
76 H -0.07254 -1.95221 -4.42733
77 H 4.90866 -2.32503 0.63531
78 H -1.51493 -3.15162 -2.54350
79 H -0.99984 -1.55739 1.75847
80 H 2.00923 3.38698 3.68611
81 H -3.01072 -0.41401 -1.27122
82 H -1.94828 -3.47550 -4.93924
83 H -3.51622 3.54680 -0.83151
84 H -2.03737 4.47668 -0.98108
85 H 3.23653 0.81005 4.66795

=====

Here is a structure of composition C28H42NO2SiV in a non-equilibrium geometry from the Open Molecules 2025 dataset. Energies are from the ωB97M-V functional and the def2-TZVPD basis.

total charge	+1
2S+1	2
energy above the lowest of the compared OMol25 structures with the same formula, charge and spin	24.02	kcal/mol
HOMO level (spin up / spin down)	-9.92 / -10.01	eV
strongest force on any atom	2.93	eV/Å

Positions of all 75 atoms, in Å:
1 V -0.26293 -1.04967 0.62878
2 Si 1.56565 1.20922 1.88221
3 O 0.03710 3.21131 -3.29911
4 O 0.19208 -1.04429 -1.91074
5 N 0.45086 -0.13751 2.29092
6 C -2.42969 -1.55355 0.94893
7 C -0.21382 -1.15092 6.35120
8 C 1.47393 -2.48916 -0.05474
9 C -1.36675 -1.94297 -3.63932
10 C 2.02731 -2.45874 1.25482
11 C 0.90598 2.81445 2.53611
12 C 0.74411 -3.14089 -3.15480
13 C 0.22122 -0.45980 3.62994
14 C 0.65299 -0.10949 6.02255
15 C 0.89426 -0.79676 -3.97566
16 C 0.15540 -3.10321 0.03603
17 C -0.85675 -1.85678 5.33084
18 C 0.06061 -1.80012 -3.18308
19 C -1.81413 0.68042 0.79088
20 C 0.87161 0.22911 4.69006
21 C -0.65229 -1.51507 4.00435
22 C 1.64010 1.30418 0.01937
23 C 3.27413 0.71069 2.44061
24 C -2.24256 -0.34618 1.68864
25 C 1.14864 -0.15291 -2.64186
26 C -1.81146 0.12857 -0.52910
27 C -0.30627 4.57006 -3.67398
28 C -1.83058 4.77549 -3.52128
29 C -0.09520 -3.34271 1.42792
30 C -1.16453 2.57012 -2.84263
31 C 1.09583 -3.03309 2.14955
32 C -2.40560 3.36955 -3.24043
33 C -2.22375 -1.23721 -0.43519
34 H -2.49692 -0.19821 2.73852
35 H -1.58059 1.71290 1.04570
36 H 0.30625 -0.17216 -4.64934
37 H 1.29627 -3.29409 3.18564
38 H 0.57894 2.73889 3.58034
39 H 2.17334 -0.29482 -2.27381
40 H -1.64479 0.70924 -1.43290
41 H 0.84996 -3.50199 -4.18497
42 H 0.24487 5.26619 -3.02073
43 H 1.69534 3.57777 2.47210
44 H 1.73199 -3.08247 -2.69872
45 H 3.39839 -0.37798 2.39910
46 H 2.66037 1.61272 -0.25835
47 H 0.03007 4.75104 -4.70780
48 H -1.16728 -2.09399 3.23449
49 H -2.50303 -1.86549 -1.27685
50 H 1.16631 0.45841 6.80175
51 H -2.25946 5.22458 -4.41654
52 H 0.82735 0.89346 -2.58573
53 H -2.84204 2.91575 -4.13764
54 H 1.45998 0.31964 -0.44624
55 H -0.46281 -3.47090 -0.77977
56 H -1.87570 -0.97919 -3.71542
57 H -0.96304 -3.87743 1.81018
58 H 0.05432 3.15650 1.93184
59 H -1.54518 -2.66911 5.56688
60 H 3.04187 -2.13314 1.47093
61 H -2.75639 -2.51659 1.33577
62 H 1.78846 -1.20948 -4.45055
63 H 0.93562 2.03196 -0.40493
64 H 3.49373 1.04582 3.46104
65 H -1.91239 -2.60294 -2.96065
66 H -3.14547 3.36398 -2.43696
67 H 2.04461 -2.27815 -0.95299
68 H -2.03808 5.42808 -2.66573
69 H 1.56686 1.04408 4.46923
70 H -0.40361 -1.40804 7.39195
71 H -1.37497 -2.42422 -4.62671
72 H -1.08214 2.49932 -1.74079
73 H 4.01169 1.16513 1.76477
74 H -1.16763 1.54316 -3.24259
75 H 0.12941 -3.86035 -2.61536

=====

Here is a cluster of 2 separate species, C28H43BF14N2O6PS in total in a non-equilibrium geometry from the Open Molecules 2025 dataset. Energies are from the ωB97M-V functional and the def2-TZVPD basis.

total charge	+1
HOMO level	-11.68	eV
strongest force on any atom	8.18	eV/Å

Positions of all 96 atoms, in Å:
1 S 6.16426 -2.97369 -3.25614
2 P -0.61348 1.76160 5.83613
3 F 0.38136 -6.24683 -1.72363
4 F -1.48368 6.10891 -3.77000
5 F 0.83529 5.35869 -5.37560
6 F 1.84441 3.23962 -6.92502
7 F 1.65857 -1.01422 -5.08474
8 F -0.88941 2.32865 -4.98772
9 F -2.50324 4.51003 -4.80067
10 F 3.19611 0.41034 -4.50205
11 F 0.26360 4.39175 -3.51127
12 F -1.54713 6.10068 -5.92248
13 F 0.40283 0.59684 -6.61872
14 F 2.24598 3.02398 -4.82908
15 F 2.51272 0.91978 -6.87748
16 F -0.57103 3.48871 -6.79883
17 O -0.59195 0.78983 7.16825
18 O -1.37508 0.84586 -2.06400
19 O -1.60500 2.97225 6.34836
20 O 0.70554 2.60369 6.32193
21 O -1.62760 1.03158 4.99779
22 O -2.31153 -0.33255 -0.25406
23 N -4.39569 -1.78818 -1.76275
24 N 1.16534 -3.75412 -1.75945
25 C -0.58030 -5.59490 0.38579
26 C 3.45030 -2.99574 -3.87198
27 C -0.43032 -1.55485 -1.48901
28 C 1.48098 1.11153 -6.01965
29 C 1.71903 -2.56677 -2.01437
30 C 1.01661 0.57151 -3.52383
31 C 3.17996 -2.60901 -2.38337
32 C -1.44233 5.32049 -4.85697
33 C 4.73824 -3.84345 -4.00307
34 C -3.31607 -2.73374 -2.10468
35 C 0.91546 -1.44437 -1.89485
36 C -4.00989 2.82920 6.13006
37 C -0.10031 -3.93146 -1.39174
38 C -2.72526 3.41247 5.57767
39 C 1.55900 -0.36834 7.11075
40 C -1.75666 -0.00444 1.04485
41 C 0.71398 3.63178 7.32987
42 C 0.04446 -0.48561 7.08734
43 C 1.38528 2.65978 -5.80438
44 C 0.31465 3.17514 8.71361
45 C -0.07833 4.54961 -4.80277
46 C -0.87205 1.24493 1.07382
47 C 1.53442 -0.09168 -2.20909
48 C -0.93532 -2.85266 -1.26265
49 C 1.87813 0.30001 -4.73990
50 C -0.06472 3.21033 -5.58253
51 C -0.49676 -5.37368 -1.13117
52 C -2.39013 -3.09494 -0.88565
53 B -1.38666 -0.28190 -1.27213
54 H -2.61348 0.20254 1.68994
55 H 0.50327 3.97775 9.42863
56 H 0.22940 -5.11124 0.93916
57 H 3.73682 -1.72390 -2.09550
58 H -0.74510 1.49391 -1.72475
59 H -2.58904 -4.13914 -0.66319
60 H 0.88378 2.29711 9.01741
61 H -3.79669 -3.62901 -2.50992
62 H 4.61441 -4.85292 -3.60681
63 H -0.95102 1.65618 2.09209
64 H 1.88762 0.22428 7.96382
65 H 1.92892 0.12982 6.21062
66 H -1.51394 -5.17378 0.76297
67 H 0.92019 1.64228 -3.34788
68 H -2.64989 -2.51838 -0.00071
69 H 1.74777 3.98098 7.36424
70 H -0.28946 -1.01240 6.18796
71 H -4.42754 -1.61036 -0.76835
72 H 2.01955 -1.35561 7.16832
73 H -4.85442 3.05994 5.47900
74 H 6.01349 -3.11950 -1.92383
75 H 4.98633 -3.87207 -5.06526
76 H 1.76075 -4.57775 -1.81825
77 H -1.27248 -0.89427 1.46675
78 H -4.21405 3.23583 7.12156
79 H 3.61273 -3.43379 -1.79405
80 H -0.59690 -6.65554 0.64630
81 H 2.58718 -3.48043 -4.33535
82 H -2.72935 -2.28301 -2.91390
83 H -1.23719 2.04119 0.42014
84 H -2.75598 4.50175 5.64999
85 H -2.59863 3.16563 4.52381
86 H -3.93904 1.74721 6.24193
87 H 2.62168 -0.09643 -2.22784
88 H 3.68578 -2.05931 -4.37439
89 H 0.04092 0.14192 -3.74654
90 H -4.22356 -0.88730 -2.18998
91 H -0.29413 -1.05843 7.95043
92 H 0.11926 4.48300 7.00522
93 H 0.17844 1.00604 0.86936
94 H -0.74210 2.92130 8.76942
95 H -1.50487 -5.51092 -1.52833
96 H 1.25395 0.58440 -1.39298